{"formula": "C11H23BrN3O3PS2", "method": "wB97M-V/def2-TZVPD", "homo_lumo_gap_ev": 3.22, "e_above_lowest_kj_mol": 0.0, "species": ["C", "C", "N", "C", "O", "P", "C", "C", "C", "S", "C", "S", "N", "C", "C", "N", "C", "O", "C", "Br", "H", "H", "H", "H", "H", "H", "H", "H", "H", "H", "H", "H", "H", "H", "H", "H", "H", "H", "H", "H", "O", "H", "H", "H"], "xyz": [[5.553, 0.679, 0.276], [4.232, 1.009, -0.556], [3.898, -0.097, -1.458], [2.736, -0.882, -1.065], [1.453, -0.299, -1.297], [0.293, -0.964, -0.181], [-0.472, -2.259, -1.375], [-2.013, -1.971, -1.601], [-2.871, -2.254, -0.320], [-4.352, -1.137, -0.130], [-3.733, 0.388, 0.676], [-4.001, 0.711, 2.272], [-2.990, 1.273, -0.175], [-3.456, 1.626, -1.438], [-2.360, 2.467, -1.882], [-1.372, 2.588, -0.893], [-1.769, 1.853, 0.163], [1.392, -2.204, 0.377], [2.741, -1.784, 0.263], [3.070, -0.973, 2.051], [6.486, 0.837, -0.322], [5.632, 1.315, 1.203], [5.554, -0.381, 0.650], [4.472, 1.974, -1.090], [3.427, 1.254, 0.176], [4.698, -0.667, -1.715], [2.729, -1.695, -1.865], [-0.665, -0.059, -0.788], [-0.514, -1.342, 0.966], [0.770, 0.098, 0.706], [0.070, -2.322, -2.351], [-0.408, -3.260, -0.854], [-2.194, -0.944, -2.012], [-2.372, -2.690, -2.394], [-3.311, -3.287, -0.395], [-2.305, -2.222, 0.639], [-4.387, 1.350, -1.958], [-2.339, 2.943, -2.885], [-1.234, 1.686, 1.121], [3.465, -2.595, 0.010], [-3.472, 2.872, 4.948], [-4.138, 3.577, 5.094], [-2.639, 3.058, 5.432], [-3.304, 2.728, 3.980]], "atomic_forces_ev_per_a": [[-0.15, -0.01, 0.40], [1.92, 0.53, 0.94], [-1.28, 1.04, 1.02], [-0.41, -1.70, -2.03], [1.94, -0.49, 0.68], [-1.22, 1.12, -0.16], [-0.83, -0.78, 0.49], [0.47, -0.67, -0.63], [0.55, -0.06, -0.24], [-0.05, 0.45, 0.79], [1.07, 0.06, -0.74], [0.14, -0.10, -0.44], [-1.95, -1.82, 2.08], [4.03, 2.23, -1.09], [-1.97, -1.42, 1.07], [-1.23, -0.88, 0.67], [-0.35, 1.42, -2.75], [2.67, 0.14, -0.53], [-2.41, 0.36, -1.37], [0.86, -0.01, 0.03], [-0.80, -0.10, 0.32], [-0.09, -0.44, -0.94], [-0.11, 0.95, -0.45], [-0.49, -0.97, 0.14], [0.31, -0.55, -0.83], [-0.33, 0.08, 0.21], [0.45, 0.21, 1.01], [0.04, 0.17, 0.55], [-0.68, -0.25, -0.39], [0.10, -0.26, 0.17], [-0.47, 0.10, 0.73], [0.05, 0.81, -0.69], [0.26, -0.76, 0.57], [0.18, 0.78, 0.66], [0.04, 1.11, 0.17], [-0.32, 0.17, -0.85], [0.77, -0.11, 0.87], [0.35, -0.23, 1.13], [-0.52, -0.05, -1.07], [-0.51, 0.42, 1.05], [0.10, 0.26, 0.23], [0.09, -0.12, -0.07], [-0.10, -0.06, -0.09], [-0.14, -0.54, -0.64]], "lowdin_charge": [-0.1501, -0.2800, -0.0277, -0.4392, -0.3067, 0.4710, -0.2907, -0.3149, -0.4500, 0.8302, -0.9885, 0.6383, -0.1955, -0.0720, -0.1126, 0.0549, -0.1883, -0.4312, -0.6399, 0.6295, 0.0600, 0.0644, 0.0328, 0.1020, 0.0871, 0.1072, 0.1476, -0.0144, -0.0114, -0.0304, 0.0808, 0.0789, 0.0767, 0.0995, 0.0832, 0.0536, 0.1131, 0.0991, 0.1203, 0.1063, 0.3017, 0.1958, 0.1981, 0.1111]}